# 1
This record from OMol25 describes C25H44O2P2Sc as an isolated structure at a distorted geometry. The level of theory is wB97M-V/def2-TZVPD.

Atoms and positions in Å:
Sc1 -1.9015 0.6870 0.5625
C1 -1.7277 3.1669 0.8056
C2 -1.4730 2.8637 -0.5712
C3 -3.7012 2.4109 -0.1287
C4 -3.1025 2.8780 1.0768
C5 -2.6955 2.3780 -1.1432
C6 -0.7995 3.7942 1.7789
H1 0.2414 3.7036 1.4499
H2 -0.8954 3.3217 2.7662
H3 -1.0279 4.8632 1.9058
C7 -3.8288 3.1077 2.3504
H4 -3.1320 3.3285 3.1657
H5 -4.4180 2.2276 2.6386
H6 -4.5294 3.9492 2.2515
C8 -5.1448 2.1131 -0.2958
H7 -5.7561 2.9871 -0.0317
H8 -5.4531 1.2837 0.3545
H9 -5.3648 1.8344 -1.3294
C9 -2.9506 2.0464 -2.5670
H10 -3.5666 2.8290 -3.0386
H11 -3.5045 1.1010 -2.6622
H12 -2.0165 1.9619 -3.1327
C10 -0.2262 3.1601 -1.3221
H13 -0.2697 4.1602 -1.7810
H14 -0.0703 2.4371 -2.1356
H15 0.6515 3.1439 -0.6684
C11 3.3689 -2.2904 1.5118
C12 3.9997 -1.1131 1.3331
C13 5.1265 -0.9098 0.3620
C14 4.9469 -1.6042 -1.0224
C15 3.5327 -1.7206 -1.5162
C16 2.7871 -2.8374 -1.3976
C17 3.0516 -3.9617 -0.4385
C18 3.7796 -3.5888 0.8903
H16 6.0619 -1.2881 0.8134
H17 5.4577 -2.5816 -1.0081
H18 5.2973 0.1650 0.1768
H19 4.8716 -3.6741 0.7646
H20 2.5919 -2.3958 2.2776
H21 3.8556 -0.2958 2.0488
H22 3.5046 -4.3659 1.6247
H23 2.0975 -4.4469 -0.1564
H24 1.9838 -3.0303 -2.1168
H25 3.6484 -4.7418 -0.9465
H26 5.4924 -0.9947 -1.7640
H27 3.1770 -0.8693 -2.1132
P1 0.5514 0.0033 1.1623
P2 -1.3397 -1.0256 -1.5018
C19 0.7072 -1.6677 0.3664
C20 -0.3889 -2.2759 -0.5242
H28 0.9528 -2.3820 1.1646
H29 1.6294 -1.5347 -0.2081
H30 0.0647 -2.9911 -1.2335
H31 -1.0965 -2.8340 0.1116
C21 -2.8009 -1.9568 -2.0392
H32 -3.3162 -1.3774 -2.8157
H33 -3.4819 -2.0724 -1.1856
H34 -2.5228 -2.9433 -2.4317
C22 -0.3716 -0.7764 -3.0260
H35 -0.0481 -1.7370 -3.4448
H36 0.5057 -0.1506 -2.8212
H37 -1.0014 -0.2502 -3.7554
C23 1.0113 -0.3108 2.8883
H38 0.9620 0.6379 3.4337
H39 2.0147 -0.7302 3.0111
H40 0.2732 -0.9958 3.3284
C24 1.8659 1.0399 0.4312
H41 1.6066 1.3221 -0.5978
H42 2.8415 0.5372 0.4054
H43 1.9611 1.9580 1.0321
O1 -3.4000 -0.8347 0.9345
C25 -3.1547 -0.6997 2.1849
O2 -2.1959 0.0517 2.5768
H44 -3.7988 -1.1966 2.9311

Forces on atoms 1 to 6 (eV/Å):
Sc -1.262 1.765 -0.540
C -0.653 -0.508 -0.570
C -0.808 -0.300 0.557
C 1.170 -0.101 0.157
C 0.646 -0.450 -0.857
C 0.096 0.178 1.109

Calculated values
Frontier orbital gap: 8.3 eV
DFT total energy: -2572.79282 a.u.
Energy above the lowest of the compared OMol25 structures with the same formula, charge and spin: 0.000 eV
E_LUMO: -2.6 eV
Total charge: +1

# 2
This record from OMol25 describes one molecule with the formula C5H10O. The level of theory is wB97M-V/def2-TZVPD.

Atoms and positions in Å:
O1 0.7524 0.6806 1.7417
C1 0.2117 1.0289 0.4747
C2 -1.1512 0.3731 0.2493
C3 -0.8315 -1.0725 -0.1568
C4 0.5458 -1.0112 -0.8596
C5 1.1132 0.4002 -0.5927
H1 0.1366 0.9963 2.4153
H2 0.1360 2.1261 0.3816
H3 -1.7706 0.4460 1.1518
H4 -1.6845 0.9026 -0.5503
H5 -1.6064 -1.4974 -0.8027
H6 -0.7726 -1.7025 0.7357
H7 1.2174 -1.7820 -0.4700
H8 0.4593 -1.1861 -1.9369
H9 2.1546 0.3612 -0.2539
H10 1.0863 1.0104 -1.5019

Forces on atoms 1 to 6 (eV/Å):
O -0.103 0.030 0.290
C -0.066 0.161 -0.373
C -0.072 0.062 0.004
C -0.051 -0.094 0.041
C 0.039 -0.084 -0.070
C 0.090 0.113 0.009

Calculated values
Frontier orbital gap: 11.1 eV
DFT total energy: -271.74749 a.u.
Energy above the lowest of the compared OMol25 structures with the same formula, charge and spin: 0.139 eV
E_LUMO: 1.0 eV
Total charge: 0

# 3
This record from OMol25 describes a 2-piece molecular cluster, C2ClF3O overall at a distorted geometry. The level of theory is wB97M-V/def2-TZVPD.

Atoms and positions in Å:
C1 1.7957 -0.1429 0.0987
C2 -2.6226 0.2910 0.4432
O1 0.7040 0.2088 0.1082
F1 2.2858 -1.1704 0.8091
F2 2.7779 0.2763 -0.6453
F3 -2.3918 1.4583 -0.0557
Cl1 -2.5490 -0.9210 -0.7582

Forces on atoms 1 to 6 (eV/Å):
C 2.125 -2.148 0.349
C -0.213 0.114 1.307
O -2.077 1.020 0.071
F -0.323 0.597 -0.128
F 0.252 0.537 -0.293
F 0.113 -0.142 -0.647

Calculated values
Frontier orbital gap: 9.7 eV
DFT total energy: -911.15249 a.u.
Energy above the lowest of the compared OMol25 structures with the same formula, charge and spin: 1.991 eV
E_LUMO: -0.3 eV
Total charge: 0

# 4
This record from OMol25 describes a 2-piece molecular cluster, C2H5NO2S overall at a distorted geometry. The level of theory is wB97M-V/def2-TZVPD.

Atoms and positions in Å:
C1 -0.7907 0.5226 0.7273
C2 -0.4157 -0.7597 0.3435
H1 -0.0005 2.0943 -0.4309
H2 0.0291 0.6025 1.6669
H3 -1.7497 0.2428 1.1201
H4 1.3107 -1.8068 -0.4196
H5 1.5304 0.0506 -2.3959
N1 0.5279 -0.9419 -0.7001
O1 -0.9555 1.7504 -0.1383
O2 1.2743 0.3231 -0.9310
S1 -0.7603 -2.0780 1.1579

Forces on atoms 1 to 6 (eV/Å):
C 0.312 4.655 2.100
C 4.183 -2.797 -3.908
H -3.053 -1.564 1.004
H -2.271 0.729 -2.197
H -0.779 1.313 0.803
H -3.038 3.236 -1.006

Calculated values
Frontier orbital gap: 7.7 eV
DFT total energy: -682.37797 a.u.
Energy above the lowest of the compared OMol25 structures with the same formula, charge and spin: 7.119 eV
E_LUMO: -1.2 eV
Total charge: 0

# 5
This record from OMol25 describes a 2-piece molecular cluster, C25H39FO10 overall at a distorted geometry. The level of theory is wB97M-V/def2-TZVPD.

Atoms and positions in Å:
C1 -1.8077 -4.2178 3.6882
C2 -2.3228 -4.3452 2.2409
O1 -3.4265 -3.4895 1.9342
C3 -3.0221 -2.1282 1.9658
C4 -3.7114 -1.3173 0.8804
O2 -3.2452 -1.5376 -0.4326
C5 -1.9476 -1.0904 -0.6444
C6 -1.8655 0.4607 -0.6490
C7 -0.6670 0.9930 0.1640
C8 -1.0740 1.7562 1.4468
C9 -0.1319 1.4646 2.6320
C10 1.3481 1.7505 2.3412
C11 2.1397 1.5810 3.6623
C12 1.8743 2.6823 4.7047
C13 2.2306 4.0947 4.2229
O3 1.0500 4.8990 4.0258
C14 1.1536 5.7074 2.9420
C15 0.1599 5.5149 1.8103
O4 1.9736 6.5362 2.8550
O5 -1.4446 -1.5336 -1.9017
C16 -1.3167 -2.8861 -1.9794
O6 -1.4292 -3.5815 -1.0610
C17 -1.0593 -3.4103 -3.3732
C18 0.2147 -4.2882 -3.4839
C19 1.1619 -4.2275 -2.2996
F1 2.4397 -4.5388 -2.7818
H1 -2.1968 -3.3476 4.2156
H2 -0.7216 -4.0883 3.6523
H3 -1.9964 -5.1033 4.2914
H4 -1.5475 -4.1373 1.4987
H5 -2.6739 -5.3672 2.0974
H6 -1.9356 -2.0117 1.9971
H7 -3.3865 -1.7246 2.9237
H8 -3.7109 -0.2654 1.1944
H9 -4.7552 -1.6318 0.8825
H10 -1.2367 -1.4197 0.1202
H11 -1.6878 0.7634 -1.6815
H12 -2.8131 0.9141 -0.3648
H13 0.0723 0.2109 0.3614
H14 -0.1436 1.7157 -0.4610
H15 -2.0803 1.4671 1.7636
H16 -1.0585 2.8239 1.2340
H17 -0.2421 0.4002 2.8646
H18 -0.4651 2.0572 3.4849
H19 1.5145 2.7542 1.9467
H20 1.7443 0.9810 1.6782
H21 3.2171 1.5612 3.4710
H22 1.8840 0.6271 4.1328
H23 0.8498 2.6695 5.0765
H24 2.5122 2.4674 5.5667
H25 2.8246 4.0436 3.3068
H26 2.8688 4.5727 4.9687
H27 -0.4651 6.3952 1.6806
H28 0.6958 5.2625 0.8993
H29 -0.5073 4.6991 2.0931
H30 -0.9343 -2.5616 -4.0439
H31 -1.9704 -3.9099 -3.7010
H32 0.7744 -3.9257 -4.3457
H33 -0.0694 -5.3072 -3.7408
H34 0.9417 -4.9987 -1.5652
H35 1.2485 -3.2454 -1.8411
O7 0.4524 1.1444 -2.7841
C20 1.1730 1.0444 -3.7588
C21 1.6361 2.1922 -4.5279
C22 2.4157 2.0134 -5.6010
O8 2.8643 3.0309 -6.3325
C23 2.8346 0.6455 -6.0494
O9 3.5291 0.5452 -7.0428
C24 2.3897 -0.5011 -5.2655
C25 1.6128 -0.3221 -4.1908
O10 1.1877 -1.3489 -3.4491
H36 1.3258 3.1730 -4.1961
H37 3.4009 2.6322 -7.0461
H38 2.7123 -1.4814 -5.5882
H39 0.6412 -0.9567 -2.7352

Forces on atoms 1 to 6 (eV/Å):
C 0.666 0.174 -0.310
C -0.481 -0.124 0.187
O 0.708 0.054 -0.154
C -0.812 0.038 0.737
C -0.241 -0.552 0.540
O 0.118 -0.223 -0.441

Calculated values
Frontier orbital gap: 8.0 eV
DFT total energy: -1828.21788 a.u.
E_LUMO: -1.7 eV
Total charge: 0